(1)
9
Properties=species:S:1:pos:R:3 method="wB97M-V/def2-TZVPD" multiplicity=3 total_charge=+1
H 1.797 0.656 0.675
O -1.788 1.355 -0.223
C -0.830 0.675 -0.091
H 0.444 -0.279 -1.573
N -0.491 -0.631 0.466
C 0.455 0.038 -0.532
H -1.235 -1.207 -0.013
H -0.133 -0.859 1.435
O 1.782 0.251 -0.144

***

(2)
This record from OMol25 describes a structure of composition C2H4NO2P. The level of theory is wB97M-V/def2-TZVPD.

The geometry in XYZ format:
```
10
C2H4NO2P (wB97M-V/def2-TZVPD)
O 0.841 -2.392 0.088
P 0.399 -1.086 0.609
N -0.344 0.960 -0.018
C 1.056 0.583 -0.441
H -1.393 -0.452 -1.222
H 1.123 0.407 -1.502
H -0.352 1.007 0.983
C -1.290 -0.301 -0.116
O 0.410 -0.711 2.042
H -0.449 1.985 -0.423
```

***

(3)
10
Properties=species:S:1:pos:R:3 method="wB97M-V/def2-TZVPD" total_charge=-1
H 0.749 1.700 0.696
C 1.181 1.586 -0.326
H -1.752 -0.689 -0.903
H 0.042 -1.666 1.171
O 1.329 2.568 -1.064
O 1.427 0.361 -0.564
N -0.984 -0.739 -0.264
H -0.038 -0.319 -0.466
C -0.982 -1.587 0.778
O -1.905 -2.158 1.329

***

(4)
This record from OMol25 describes a cluster of 2 separate species, C2H4NOP in total. The level of theory is wB97M-V/def2-TZVPD.

The geometry in XYZ format:
```
9
C2H4NOP (wB97M-V/def2-TZVPD)
H -0.784 -1.151 -1.569
H 0.748 -0.290 -1.475
H -2.028 0.283 0.083
C -0.842 0.253 0.126
O 1.631 1.342 1.467
C -0.091 -0.645 -0.846
N -0.191 -0.903 0.558
P 1.986 -0.061 1.402
H -0.428 1.173 0.254
```

***

(5)
9
Properties=species:S:1:pos:R:3 method="wB97M-V/def2-TZVPD" total_charge=-1
O -2.237 -0.749 -0.070
H 1.796 -1.730 0.068
C -0.076 0.469 -0.354
H -0.155 1.506 -0.415
H -1.378 0.501 1.389
S 2.308 -0.424 -0.106
H 0.040 0.012 -1.336
C -1.397 0.004 0.312
N 1.100 0.411 0.513

***

(6)
This record from OMol25 describes the molecule C2H4NP. The level of theory is wB97M-V/def2-TZVPD.

The geometry in XYZ format:
```
8
C2H4NP (wB97M-V/def2-TZVPD)
C 0.225 -0.021 -0.109
H -0.653 1.484 -1.125
H 0.949 1.102 1.488
H 1.338 -0.774 1.487
N -0.827 0.675 -0.672
C 1.049 0.132 0.952
H -1.414 -1.641 -0.575
P -0.668 -0.957 -1.448
```

***

(7)
This record from OMol25 describes a structure of composition C2H4NP. The level of theory is wB97M-V/def2-TZVPD.

The geometry in XYZ format:
```
8
C2H4NP (wB97M-V/def2-TZVPD)
C 1.003 0.631 0.193
P -1.339 -0.094 0.132
H -1.278 -0.409 -1.380
H -0.076 2.269 0.018
N -0.160 1.213 -0.029
C 0.430 -0.810 0.362
H 0.614 -1.542 -0.595
H 0.807 -1.257 1.298
```

***

(8)
This record from OMol25 describes a structure of composition C2H4NP. The level of theory is wB97M-V/def2-TZVPD.

The geometry in XYZ format:
```
8
C2H4NP (wB97M-V/def2-TZVPD)
P 1.942 0.042 0.003
H 1.554 1.063 1.064
H 1.386 -1.154 0.831
H -0.351 0.918 -1.529
C -1.262 -0.501 -0.092
H -1.836 -1.330 -0.133
C -0.346 0.384 -0.705
N -1.088 0.578 0.561
```

***

(9)
This record from OMol25 describes a cluster of 2 separate species, C2H4NP in total. The level of theory is wB97M-V/def2-TZVPD.

The geometry in XYZ format:
```
8
C2H4NP (wB97M-V/def2-TZVPD)
P -1.521 -0.407 0.079
C -0.269 0.885 -0.398
H 1.566 -2.022 0.123
H -1.494 -0.359 1.600
H 0.147 2.231 0.239
N 1.449 -0.963 -0.062
C 0.319 -0.417 -0.120
H -0.197 1.051 -1.462
```

***

(10)
8
Properties=species:S:1:pos:R:3 method="wB97M-V/def2-TZVPD" multiplicity=3
C 1.285 -0.323 0.371
P -0.297 -1.206 -0.293
H -1.336 0.986 -0.850
H -0.741 -1.615 0.942
H 2.430 1.173 -0.637
C -1.320 0.234 -0.061
H -1.880 0.308 0.831
N 1.859 0.443 -0.303

***

Energy above the lowest of the compared OMol25 structures with the same formula, charge and spin for the records above, in order: 2.857; 6.401; 0.231; 3.189; 0.051; 1.654; 2.453; 3.803; 2.976; 2.274 eV